No. 1
Formula: CHBrCl2S
Source: OMol25
Level of theory: ωB97M-V/def2-TZVPD

Results
* gap between HOMO and LUMO (alpha / beta): 7.6 / 7.6 eV

Geometry as ORCA input:
```
! RIJCOSX wB97M-V def2-TZVPD def2/J DEFGRID3
* xyz 0 1
C -0.445 0.450 0.262
S 0.347 -1.241 -1.489
Cl -2.117 0.526 0.181
Cl 0.436 1.882 0.074
Br 0.233 -0.505 1.900
H 1.545 -1.112 -0.927
*
```



No. 2
Formula: CH5N3O3S
Source: OMol25
Level of theory: ωB97M-V/def2-TZVPD

Results
* gap between HOMO and LUMO: 9.8 eV

Geometry as ORCA input:
```
! RIJCOSX wB97M-V def2-TZVPD def2/J DEFGRID3
* xyz 0 1
C -1.570 -0.029 -0.420
N -0.381 -0.569 -0.210
N -1.751 1.268 -0.303
N 2.108 -0.867 1.163
O -0.230 -1.905 -0.286
O 1.380 1.529 0.502
O 2.221 0.021 -1.184
S 1.724 0.191 0.138
H -2.312 -0.772 -0.509
H -2.518 1.875 -0.539
H -0.910 1.898 -0.097
H 1.601 -0.527 1.994
H 0.637 -2.112 -0.249
*
```



No. 3
Formula: C29H35ClN2PtSi2
Source: OMol25
Level of theory: ωB97M-V/def2-TZVPD

Results
* gap between HOMO and LUMO (alpha / beta): 4.3 / 5.2 eV

Geometry as ORCA input:
```
! RIJCOSX wB97M-V def2-TZVPD def2/J DEFGRID3
* xyz -2 3
Pt 0.393 -0.103 -0.196
C 3.377 -0.289 1.631
Si 2.321 1.157 2.176
C 3.545 2.594 2.367
C 1.757 0.738 3.930
N 1.077 1.518 1.083
C 0.112 2.499 1.241
C 0.144 3.464 2.257
C -0.812 4.478 2.375
C -1.837 4.540 1.449
C -1.900 3.587 0.428
C -0.966 2.544 0.297
N -1.000 1.567 -0.670
Si -2.173 1.062 -1.777
C -2.842 -0.665 -1.415
C -1.460 0.966 -3.520
C -3.752 2.104 -1.966
H 4.153 -0.489 2.381
H 3.864 -0.075 0.673
H 2.765 -1.183 1.502
H 4.383 2.320 3.021
H 3.066 3.487 2.781
H 3.949 2.863 1.384
H 2.621 0.527 4.573
H 1.117 -0.152 3.913
H 1.179 1.550 4.385
H 0.954 3.423 2.980
H -0.744 5.202 3.180
H -2.592 5.318 1.512
H -2.703 3.640 -0.294
H -2.014 -1.362 -1.246
H -3.432 -1.038 -2.264
H -3.473 -0.681 -0.519
H -0.956 0.003 -3.674
H -0.717 1.754 -3.680
H -2.246 1.063 -4.280
H -4.315 2.191 -1.030
H -4.399 1.620 -2.709
H -3.533 3.118 -2.322
Cl 2.372 1.885 -3.807
C 1.738 0.262 -4.027
C 1.294 -0.072 -5.296
C 0.767 -1.329 -5.547
C 0.697 -2.238 -4.492
C 1.147 -1.893 -3.232
C 1.693 -0.621 -2.931
C 2.122 -0.290 -1.583
H 1.361 0.666 -6.085
H 0.399 -1.583 -6.534
H 0.272 -3.223 -4.653
H 1.055 -2.598 -2.414
H 2.626 0.667 -1.507
H 2.699 -1.085 -1.113
C -2.693 -3.014 3.421
C -2.512 -1.678 2.996
C -1.506 -1.364 2.124
C -0.613 -2.349 1.613
C 0.432 -2.008 0.660
C 1.266 -3.046 0.307
C 1.118 -4.370 0.786
C 0.107 -4.696 1.640
C -0.788 -3.685 2.079
C -1.848 -3.988 2.974
H -3.499 -3.263 4.105
H -3.171 -0.898 3.359
H -1.372 -0.337 1.802
H 2.094 -2.849 -0.370
H 1.820 -5.135 0.464
H -0.016 -5.713 2.003
H -1.976 -5.016 3.301
*
```



No. 4
Formula: C4H2NO2P2S2
Source: OMol25
Level of theory: ωB97M-V/def2-TZVPD

Results
* gap between HOMO and LUMO: 6.7 eV

Geometry as ORCA input:
```
! RIJCOSX wB97M-V def2-TZVPD def2/J DEFGRID3
* xyz -1 1
C -0.551 -2.281 2.437
C -0.992 1.550 -3.201
C 2.076 0.421 -0.540
C -0.611 -1.189 1.583
N -0.373 -3.108 3.212
O -0.116 1.561 -3.933
O -1.927 1.620 -2.576
P 1.409 -0.225 0.917
P -1.432 0.316 2.191
S 0.100 1.532 1.682
S -2.109 -0.935 0.407
H 1.644 0.920 -1.346
H 2.880 -0.182 -0.833
*
```



No. 5
Formula: C19H19Cl2F5InN2O2S
Source: OMol25
Level of theory: ωB97M-V/def2-TZVPD

Results
* gap between HOMO and LUMO: 7.6 eV

Geometry as ORCA input:
```
! RIJCOSX wB97M-V def2-TZVPD def2/J DEFGRID3
* xyz 1 1
In 0.193 -0.234 -0.100
Cl -3.101 6.508 0.069
C -2.226 5.037 0.282
C -1.235 4.970 1.281
C -0.508 3.825 1.460
Cl 0.710 3.742 2.674
C -0.724 2.666 0.661
O 0.021 1.628 0.851
C -1.762 2.746 -0.308
C -2.137 1.629 -1.087
O -1.680 0.463 -1.055
C -2.485 3.952 -0.497
H -1.046 5.828 1.911
H -2.945 1.806 -1.809
H -3.249 3.995 -1.262
C -0.652 -1.278 -3.103
N 0.089 -1.748 -1.922
C -0.503 -3.011 -1.443
C 1.522 -1.919 -2.208
C 2.199 -0.589 -2.518
N 2.105 0.344 -1.380
C 1.949 1.743 -1.822
C 3.292 0.234 -0.510
H -0.452 -1.927 -3.962
H -0.382 -0.255 -3.355
H -1.716 -1.295 -2.888
H -0.523 -3.758 -2.242
H -1.523 -2.828 -1.109
H 0.076 -3.404 -0.608
H 1.672 -2.598 -3.054
H 1.986 -2.364 -1.324
H 1.732 -0.133 -3.389
H 3.245 -0.781 -2.769
H 2.789 2.052 -2.452
H 1.909 2.392 -0.947
H 1.019 1.861 -2.379
H 4.185 0.583 -1.037
H 3.441 -0.800 -0.203
H 3.150 0.841 0.384
F -2.550 -3.712 5.235
C -1.668 -3.116 4.452
C -2.038 -2.682 3.190
F -3.279 -2.862 2.750
C -1.099 -2.073 2.381
F -1.494 -1.634 1.157
C 0.217 -1.888 2.768
S 1.469 -1.250 1.730
C 0.561 -2.312 4.050
F 1.806 -2.146 4.483
C -0.362 -2.923 4.882
F 0.002 -3.326 6.089
*
```



No. 6
Formula: C7H12BClO8
Source: OMol25
Level of theory: ωB97M-V/def2-TZVPD

Results
* gap between HOMO and LUMO: 1.3 eV

Geometry as ORCA input:
```
! RIJCOSX wB97M-V def2-TZVPD def2/J DEFGRID3
* xyz -2 1
C -4.309 0.151 -2.899
C -3.210 -0.242 -1.906
O -1.923 -0.035 -2.448
C -1.123 -1.169 -2.630
C -0.205 -1.542 -1.482
Cl -1.131 -2.031 -0.022
O 0.789 -0.602 -1.214
C 0.614 0.337 -0.168
O -0.266 1.159 -0.232
B 1.616 0.325 1.109
O 2.421 1.373 1.326
O 1.559 -0.738 1.957
C 1.275 -0.392 3.320
H -3.894 0.771 -3.687
H -5.086 0.703 -2.375
H -4.773 -0.731 -3.336
H -3.293 0.381 -1.016
H -3.356 -1.266 -1.569
H -0.479 -0.988 -3.491
H -1.744 -2.036 -2.877
H 0.318 -2.449 -1.781
H 2.060 2.173 0.931
H 0.250 -0.677 3.557
H 1.407 0.674 3.491
H 1.993 -0.882 3.969
C 5.113 1.928 3.379
O 4.041 1.538 3.982
O 5.333 3.198 3.150
O 6.004 1.068 2.963
*
```



No. 7
Formula: C30H85N11O9
Source: OMol25
Level of theory: ωB97M-V/def2-TZVPD

Results
* gap between HOMO and LUMO: 9.3 eV
* structure (SMILES): COC[C@H](C)N.COC[C@H](C)N.COC[C@H](C)N.COC[C@H](C)N.COC[C@H](C)N.COC[C@H](C)N.COC[C@H](C)N.NC(N)=O.NC(N)=O

Geometry as ORCA input:
```
! RIJCOSX wB97M-V def2-TZVPD def2/J DEFGRID3
* xyz 0 1
C -23.245 7.090 -5.984
O -23.803 6.278 -7.039
C -23.873 6.896 -8.313
C -24.554 5.960 -9.357
C -24.994 6.657 -10.629
N -25.741 5.250 -8.820
H -23.620 8.095 -6.178
H -22.166 7.182 -5.864
H -23.653 6.731 -5.039
H -24.638 7.665 -8.207
H -22.932 7.350 -8.623
H -23.802 5.221 -9.634
H -24.136 6.984 -11.218
H -25.588 7.551 -10.437
H -25.472 5.884 -11.230
H -26.499 5.916 -8.802
H -25.588 5.107 -7.831
C -21.570 3.985 4.972
O -22.409 5.073 4.508
C -23.664 5.392 5.237
C -24.710 4.340 5.318
C -25.594 4.340 4.061
N -25.579 4.558 6.454
H -21.706 3.927 6.052
H -20.525 4.164 4.719
H -21.650 2.985 4.546
H -23.208 5.569 6.211
H -24.092 6.319 4.855
H -24.128 3.440 5.518
H -25.030 4.080 3.166
H -26.052 5.317 3.901
H -26.400 3.610 4.137
H -25.067 4.690 7.315
H -26.184 3.756 6.551
C -31.899 12.836 0.815
O -31.088 11.647 0.513
C -30.636 10.921 1.634
C -29.354 10.012 1.334
C -29.683 9.011 0.296
N -28.967 9.320 2.521
H -32.398 12.688 1.773
H -32.565 13.331 0.109
H -31.163 13.639 0.781
H -30.406 11.569 2.480
H -31.483 10.310 1.943
H -28.554 10.744 1.223
H -30.398 8.265 0.642
H -28.745 8.505 0.067
H -30.164 9.517 -0.542
H -28.449 8.493 2.259
H -29.904 9.066 2.800
C -23.949 -4.692 -1.686
O -23.530 -3.936 -0.511
C -24.134 -2.626 -0.652
C -24.106 -1.749 0.693
C -24.237 -2.420 2.043
N -24.883 -0.502 0.649
H -23.708 -4.003 -2.495
H -25.029 -4.833 -1.677
H -23.363 -5.602 -1.821
H -23.564 -2.102 -1.420
H -25.196 -2.627 -0.898
H -23.084 -1.413 0.519
H -23.607 -3.305 2.131
H -25.282 -2.689 2.197
H -24.046 -1.803 2.921
H -24.973 -0.101 1.571
H -25.844 -0.659 0.379
C -17.909 0.634 -4.804
O -19.351 0.819 -4.731
C -20.011 0.353 -3.519
C -20.772 1.548 -2.827
C -21.900 2.264 -3.742
N -19.775 2.469 -2.312
H -17.336 1.465 -4.393
H -17.662 0.507 -5.858
H -17.480 -0.239 -4.313
H -20.621 -0.515 -3.768
H -19.312 -0.187 -2.881
H -21.279 1.052 -1.999
H -21.485 2.974 -4.457
H -22.734 2.737 -3.223
H -22.482 1.506 -4.268
H -19.073 2.646 -3.016
H -19.257 2.015 -1.572
C -31.442 -1.254 -0.392
O -31.126 -1.686 -1.658
C -30.103 -1.142 -2.372
C -29.646 -1.971 -3.647
C -28.581 -1.291 -4.436
N -30.730 -2.004 -4.538
H -32.093 -0.382 -0.459
H -30.529 -1.037 0.164
H -31.945 -2.043 0.166
H -30.350 -0.142 -2.728
H -29.245 -1.040 -1.708
H -29.218 -2.961 -3.489
H -27.867 -1.039 -3.651
H -28.880 -0.389 -4.970
H -28.085 -1.966 -5.133
H -31.146 -2.924 -4.514
H -31.517 -1.579 -4.070
C -32.826 8.107 -4.513
O -31.415 8.139 -4.621
C -30.837 8.598 -5.885
C -29.426 7.904 -6.071
C -28.546 8.600 -5.177
N -28.895 7.770 -7.368
H -33.263 9.026 -4.122
H -33.146 7.400 -3.748
H -33.328 7.774 -5.421
H -31.465 8.321 -6.732
H -30.855 9.683 -5.989
H -29.466 6.906 -5.634
H -28.843 8.415 -4.144
H -28.647 9.685 -5.200
H -27.573 8.112 -5.109
H -28.203 8.500 -7.469
H -29.660 8.073 -7.953
N -36.180 2.452 -4.798
C -34.924 2.284 -4.887
N -34.656 1.100 -5.341
O -34.063 2.976 -4.348
H -36.382 2.991 -3.968
H -36.843 1.823 -5.229
H -35.201 0.294 -5.069
H -33.654 0.982 -5.390
N -27.209 4.453 -1.652
C -28.311 3.765 -1.542
N -29.312 4.083 -2.291
O -28.400 2.950 -0.611
H -27.091 5.329 -2.140
H -26.587 4.368 -0.861
H -30.065 3.445 -2.506
H -29.566 5.044 -2.469
*
```



No. 8
Formula: C10H17N2
Source: OMol25
Level of theory: ωB97M-V/def2-TZVPD

Results
* gap between HOMO and LUMO: 9.3 eV
* structure (SMILES): C/C=C/[N@@H+](C)[C@H](C)c1cc[nH]c1

Geometry as ORCA input:
```
! RIJCOSX wB97M-V def2-TZVPD def2/J DEFGRID3
* xyz 1 1
C -0.916 3.089 -0.500
C -1.031 1.684 0.062
C -0.822 0.547 -0.563
N -0.880 -0.740 0.062
C -1.969 -1.481 -0.653
C 0.397 -1.445 0.027
C 0.437 -2.334 1.337
C 1.478 -0.422 0.012
C 2.431 -0.270 -0.963
C 3.155 0.815 -0.624
N 2.680 1.270 0.569
C 1.648 0.488 1.012
H 0.044 3.409 -0.169
H -0.659 2.986 -1.554
H -1.751 3.795 -0.367
H -1.308 1.621 1.032
H -0.550 0.660 -1.638
H -1.255 -0.628 0.983
H -1.748 -2.497 -0.746
H -2.847 -1.364 -0.095
H -2.109 -1.155 -1.705
H 0.509 -2.142 -0.876
H 0.190 -1.810 2.196
H 1.466 -2.624 1.440
H -0.137 -3.290 1.160
H 2.610 -0.683 -1.897
H 3.953 1.257 -1.125
H 3.309 1.889 1.064
H 0.961 0.631 1.776
*
```